1.
A cluster of 12 separate species, C62H140F30N7OP5 in total. Source: the Open Molecules 2025 dataset; level of theory: wB97M-V/def2-TZVPD.

Geometry (Å):
C: 0.7788 -15.9110 -20.5052
C: 7.4706 -20.6704 -27.2330
H: -2.3305 -22.5126 -19.7282
H: -6.6653 -26.3692 -25.0374
H: -3.1913 -22.6900 -23.9176
F: -3.4562 -20.3975 -19.9929
C: -3.7082 -26.0944 -26.7524
C: -1.6609 -24.0862 -21.9683
F: -2.4097 -19.1988 -17.6159
H: 0.1820 -23.5017 -11.0170
N: -5.2173 -26.1653 -26.6280
H: -5.7277 -21.6115 -25.4626
H: 2.9454 -20.0935 -22.4025
H: 3.5163 -23.3647 -25.6373
F: -1.6841 -27.6483 -23.0010
H: 1.6664 -21.0860 -22.8637
C: 2.9968 -28.9773 -18.6067
H: 0.3728 -23.3509 -21.9847
F: 2.8055 -25.6535 -17.5849
H: 3.6293 -28.0905 -18.5689
F: 5.1187 -22.3539 -21.8182
C: 5.0360 -29.8375 -20.7366
H: -6.2585 -26.2964 -17.5146
H: -7.9039 -25.8775 -17.7565
N: -0.8659 -17.7828 -20.7262
H: 6.0092 -23.1733 -24.3704
H: 5.1939 -28.9126 -21.2914
H: 8.7823 -19.6488 -26.0039
F: -2.0179 -17.0493 -18.4604
C: -5.8388 -24.8022 -26.8658
C: -2.2457 -23.0344 -24.3363
C: -7.6215 -22.4071 -25.1365
H: 1.0834 -16.0638 -19.4698
H: 0.5041 -29.9607 -20.5894
C: 3.5813 -30.2847 -20.7871
H: -9.4028 -20.0172 -19.5906
C: -2.1243 -25.5361 -14.8452
P: 2.7737 -24.8670 -16.1505
H: -3.0352 -27.4913 -15.2628
H: -5.1133 -29.1091 -27.4954
C: -9.7660 -21.0337 -19.4389
H: -7.4356 -22.6835 -24.0987
C: 0.7107 -29.7502 -18.4364
H: -1.5753 -22.2178 -24.0681
H: -1.9271 -21.8359 -17.3039
F: -3.8170 -28.6580 -20.6654
F: -5.6417 -20.1438 -20.8590
F: 4.4136 -24.7725 -16.2776
H: 1.8607 -19.4819 -23.6641
H: -0.6218 -17.9657 -19.7633
H: -7.5056 -26.5923 -20.0244
P: -2.7334 -28.1538 -21.7618
H: -5.9053 -26.3564 -19.8001
N: 5.9039 -21.6092 -25.6474
C: 6.8537 -20.5720 -24.9885
H: -3.1748 -24.2763 -27.8359
C: 1.5928 -18.1707 -21.3515
H: -4.7998 -28.6424 -25.0410
H: -4.9516 -26.4599 -24.5030
H: -1.3434 -25.0884 -21.6804
H: 1.5386 -22.8337 -27.7778
H: 6.2989 -19.6510 -24.8096
H: 0.6465 -24.4121 -18.5542
N: -0.2982 -23.1906 -19.9942
O: 1.1006 -19.4517 -21.7623
C: 1.7276 -28.7090 -17.8463
F: 3.7992 -21.7186 -20.1954
C: -2.7532 -26.5694 -15.7714
H: 3.1320 -27.4057 -20.6138
P: 4.3387 -23.1735 -20.6565
H: 2.2956 -17.7860 -22.0906
H: -1.4732 -26.6716 -28.5568
F: -1.8926 -29.4761 -21.4442
C: -6.8958 -25.6125 -18.0751
C: -0.1020 -23.9466 -13.0858
F: -4.8718 -20.6360 -22.9761
C: 0.5172 -24.4482 -19.6359
H: 1.4707 -26.5027 -13.0588
H: 1.9183 -20.9726 -26.0551
C: 6.0432 -30.9209 -20.9989
H: 0.0936 -22.5754 -26.8005
H: -2.3127 -23.1152 -25.4212
C: -0.5926 -23.1522 -21.5194
F: -3.0625 -17.3168 -16.4070
H: -8.1008 -21.4284 -25.1127
H: -1.7604 -24.7735 -15.5338
C: 1.5012 -26.7787 -24.4091
C: -5.6624 -26.7140 -25.2893
H: -8.3083 -23.1719 -25.4990
H: 0.6183 -27.3876 -24.6038
F: -1.8057 -27.2930 -20.6820
C: -6.1125 -23.5525 -19.1986
H: -10.8812 -22.6685 -20.4984
C: -1.1160 -22.1278 -17.9709
H: 0.1965 -20.4929 -18.0104
F: 2.7823 -24.0410 -14.7889
F: 2.8823 -26.2300 -15.2781
H: -3.7976 -25.5578 -28.8320
H: -2.9297 -25.1398 -14.2268
C: 1.2352 -30.0912 -19.7915
H: 7.0456 -30.5102 -20.8777
H: -1.6350 -17.1308 -20.6663
H: -3.3861 -27.1321 -26.8394
C: 1.1327 -22.9032 -26.7686
H: 5.7039 -23.7560 -25.9624
H: 0.0560 -15.0961 -20.4669
C: 0.8251 -23.6317 -11.8875
H: -5.2198 -23.8776 -24.8948
H: -8.8415 -22.9266 -22.1591
H: 8.0432 -21.4387 -27.7527
F: -0.2724 -18.2155 -17.8795
H: -5.1343 -24.6063 -21.3755
C: 6.0797 -21.2825 -27.1423
H: -1.2542 -24.9382 -28.9637
H: 2.6586 -26.1397 -22.7172
H: -6.5962 -25.2897 -22.1955
F: 2.9682 -23.3626 -21.6043
C: -6.2831 -22.4091 -25.9560
H: -5.0522 -23.6783 -19.4176
P: -1.6571 -17.7928 -17.0454
H: -0.0458 -26.5716 -14.6506
H: -6.9518 -26.8231 -27.8809
C: -10.0348 -21.9955 -20.6360
H: -1.0922 -25.4919 -27.3031
H: 1.3773 -27.6602 -20.3168
H: 4.2715 -20.3826 -25.2627
H: -6.4472 -22.5402 -19.4256
H: -5.7094 -24.1140 -16.9972
C: -5.6718 -28.2320 -25.5503
C: -3.1371 -25.3549 -27.9889
F: 2.7144 -23.5062 -17.0057
H: 0.5608 -26.7894 -11.6421
C: -8.4079 -23.9533 -20.3358
N: 2.5692 -29.3572 -20.0429
F: 3.5965 -23.8531 -19.3980
H: -9.1746 -21.4650 -18.6313
C: 1.9057 -20.0318 -22.7241
C: -1.6595 -25.6111 -11.7808
C: 2.2671 -28.0353 -20.8226
H: 1.7285 -22.3049 -24.7540
C: 1.7969 -26.7805 -22.9038
H: -2.4210 -27.5785 -17.7147
H: 4.4396 -21.7848 -24.1674
H: -0.1116 -25.3355 -19.7094
C: 0.9058 -25.9807 -12.2864
H: -1.3270 -25.2373 -10.8124
C: -1.5823 -23.0249 -19.1234
H: -0.6028 -24.2978 -23.8046
C: -8.6593 -22.6823 -21.1126
H: 6.0633 -31.7913 -20.3430
C: 0.5637 -21.9956 -19.5410
H: 1.7573 -24.9923 -10.6242
F: -1.0837 -18.5440 -15.7591
C: -1.6430 -24.1616 -23.5087
H: 2.3332 -27.3165 -24.8637
H: -8.7082 -23.8148 -19.2972
H: 1.9549 -28.7746 -16.7823
C: 2.0364 -28.1718 -22.4024
H: -1.0423 -23.3969 -13.1285
H: 1.4263 -24.5062 -20.2344
H: -6.3800 -28.8447 -24.9925
H: 8.7312 -21.3167 -25.5863
H: 1.4576 -22.7652 -12.0805
H: 3.4894 -29.7819 -18.0607
H: -0.2975 -29.3378 -18.4768
C: 3.4223 -22.3626 -26.0556
H: 2.6890 -24.8373 -12.1080
H: 1.3812 -25.7954 -24.8639
C: 6.3762 -23.1123 -25.3950
H: -0.4237 -22.6416 -17.3041
C: 1.9731 -22.0256 -25.7788
N: -0.4657 -25.4050 -12.8303
H: 0.9120 -26.4308 -22.3721
H: -1.3544 -27.1057 -13.6926
H: -6.1586 -23.4925 -22.0472
H: -2.0204 -26.6269 -11.6195
H: -10.3841 -21.5669 -21.5753
H: 5.9207 -22.2291 -27.6588
C: -1.6430 -25.6454 -28.2310
C: -6.4555 -24.1725 -17.7897
F: -2.7106 -20.9054 -22.1308
H: 2.0748 -18.2915 -20.3814
C: -1.8556 -27.0664 -16.9361
F: -0.8803 -16.4164 -16.6024
F: -3.5027 -29.0278 -22.9216
C: 0.4228 -17.1915 -21.2874
H: -2.4881 -25.0194 -12.1701
H: -1.4245 -26.2364 -17.4959
H: -4.4153 -23.2374 -26.2510
H: 7.0601 -20.9118 -23.9736
C: -0.3602 -21.1118 -18.7140
H: -0.9650 -20.5796 -19.4482
H: -0.8529 -22.1041 -21.6667
F: -3.6341 -26.8263 -22.0386
F: -3.8917 -18.9039 -21.6545
H: 1.1846 -28.8122 -22.6312
F: -4.5492 -21.9651 -21.3482
C: -5.8559 -28.4425 -27.0569
H: -2.6567 -23.8417 -21.5985
H: 0.2591 -23.9051 -14.1134
F: 5.5639 -23.0473 -19.6192
C: -6.8438 -25.8447 -19.5871
C: -5.9154 -27.0940 -27.6794
F: 4.8637 -24.6725 -21.1115
H: 7.4068 -19.7196 -27.7621
N: -6.8912 -24.4140 -20.2687
C: -0.9366 -26.2043 -14.1411
H: -5.4041 -27.1537 -28.6402
C: -6.1962 -24.4794 -21.5860
H: 1.4578 -22.3631 -19.0373
H: -7.3537 -23.6311 -17.4927
H: 0.9162 -21.4478 -20.4149
H: -3.3099 -25.6417 -25.8444
H: -1.1185 -18.6246 -21.2237
H: 7.4481 -23.1794 -25.5808
H: 0.5604 -30.7054 -17.9333
C: 1.6770 -24.8738 -11.7047
H: 5.2715 -29.4745 -19.7361
H: 2.9745 -28.5093 -22.8431
H: 1.0469 -23.9076 -26.3541
H: -1.9872 -24.0042 -18.8683
H: -10.7390 -20.6497 -19.1324
H: -6.9094 -24.9205 -26.6990
H: -2.1742 -25.0835 -23.7452
H: -1.0530 -27.7575 -16.6784
P: -4.1743 -20.4811 -21.4762
H: 3.1728 -30.3546 -21.7952
H: -6.8152 -28.9080 -27.2832
C: 8.0947 -20.4876 -25.8954
H: 0.2018 -16.9327 -22.3230
H: 1.4405 -27.6849 -18.0848
H: 6.0371 -31.3641 -21.9946
H: -7.7614 -22.0656 -21.1508
C: -5.3739 -23.6613 -25.9520
H: 5.3087 -20.5582 -27.4052
H: -6.4466 -21.9523 -26.9321
H: 3.6483 -22.3557 -27.1219
H: 1.5851 -15.4006 -21.0320
H: -5.7379 -24.7078 -27.9470
F: 1.1402 -24.7837 -16.1152
H: 1.4224 -31.1552 -19.6471
H: -3.5437 -25.9883 -16.2464
H: -8.8337 -24.8224 -20.8374
C: 4.4235 -21.4606 -25.2079
H: 3.4799 -31.2725 -20.3376

Charge: +2
2S+1: 1
E (Eh): -7608.04900
LUMO energy (eV): -3.11

Atom charges from the Mulliken analysis, given in e for atoms 1 to 2: atom 1 (C): -1.467, atom 2 (C): -0.420



2.
A cluster of 2 separate species, CH5NO2Si in total. Source: the Open Molecules 2025 dataset; level of theory: wB97M-V/def2-TZVPD.

Geometry (Å):
H: 0.8591 0.7529 -1.3051
H: 0.4765 1.0743 2.4934
O: -1.5718 0.6813 -0.8858
Si: -1.4386 -0.7923 -1.1670
H: 1.6825 -0.2116 1.8953
O: 1.1906 0.2514 -0.5453
C: 0.9428 0.5541 1.6744
H: -1.0783 -1.3352 -2.4727
N: 0.5836 0.8949 0.5227
H: -1.6464 -1.8698 -0.2100

Relative energy (zero: lowest compared OMol25 entry of this formula, charge and spin) (kcal per mole): 27.4
SMILES: O=[SiH2].C=NO
2S+1: 1
E (Eh): -535.72279
LUMO energy (eV): -0.12

Atom charges from the Mulliken analysis, given in e for atoms 1 to 2: atom 1 (H): 0.377, atom 2 (H): 0.276



What is the formula in the second record?
CH5NO2Si



Which value of 2S+1 does entry 1 give?
1